DFT (the ωB97M-V functional and the def2-TZVPD basis) results for a structure of composition C26H42BrMoN3P2S at a distorted geometry.

The geometry in ORCA input format:
```
! RIJCOSX wB97M-V def2-TZVPD def2/J DEFGRID3
* xyz 4 3
H 5.10 0.84 1.81
Mo -0.22 -0.25 0.68
H -4.60 -3.78 -0.04
H 0.31 -0.23 6.23
C 3.88 -2.75 -0.30
C -2.62 -0.42 -1.82
H 0.10 1.71 5.02
H 2.05 -1.23 -2.20
H 2.93 -2.36 1.61
C 2.53 4.68 -0.55
C -3.19 -0.91 -3.16
C 2.68 -2.33 0.54
N 0.08 1.20 4.14
H -0.44 -4.35 -3.27
C -2.44 3.31 1.14
C -3.81 3.39 0.96
P 2.01 -0.65 0.17
H -0.29 -1.89 -2.87
H 5.03 0.10 0.22
C 3.07 0.50 1.15
H 3.80 1.24 -1.57
C 0.15 1.82 0.10
H 1.85 -3.04 0.41
H 3.68 0.39 -3.11
H -3.90 -3.67 -1.65
H 4.13 -3.80 -0.08
C -4.11 1.29 2.20
H 1.49 0.41 -1.94
H 0.10 2.52 -2.54
C -0.57 -2.57 -2.06
H -2.84 -2.39 0.98
H 2.94 1.52 0.77
H -2.00 0.47 -1.98
C 0.04 -0.14 4.17
H -2.06 -3.67 -3.25
H -2.41 -1.18 -3.87
C -1.18 -3.86 -2.63
C -4.02 -3.13 -0.70
C 4.55 0.11 1.21
H 3.18 5.38 -0.02
H 0.19 -1.76 5.41
H 4.79 -2.17 -0.10
H -1.72 4.05 0.78
C 1.73 3.96 -2.57
Br -6.40 2.17 0.76
C 0.90 2.89 -0.56
H -4.64 -2.23 -0.88
N 0.18 -0.74 5.36
C -4.58 2.29 1.36
H 4.47 -0.41 -1.76
H 1.73 4.06 -3.65
H -4.25 4.26 0.48
H 2.67 0.51 2.18
H 4.69 -0.87 1.68
H -2.25 0.45 3.03
C 2.27 -0.31 -1.63
H 0.36 -2.81 -1.52
P -1.60 -1.60 -0.89
H -2.09 -3.73 0.10
C -1.93 2.12 1.68
C 3.63 0.25 -2.02
C -2.73 1.23 2.42
H -3.86 -1.77 -3.05
H -3.43 -0.10 -1.15
C -2.69 -2.81 -0.03
C 0.85 3.05 -1.96
N 2.57 4.71 -1.88
S -0.18 -1.21 2.82
H -4.79 0.57 2.64
H -0.03 1.74 3.28
C 1.70 3.80 0.17
H -1.45 -4.58 -1.85
H -3.77 -0.11 -3.62
H 1.67 3.85 1.25
H 3.67 -2.70 -1.37
C -0.68 1.67 1.17
*
```

The value obtained for the HOMO energy (alpha / beta) is -19.415 / -19.412 eV. The value obtained for the energy is -4901.68516 hartree. The HOMO-LUMO gap (alpha / beta) is 5.397 / 3.857 eV.

Here are the Mulliken charges for atoms 1 to 2, given in e:
1. H 0.463
2. Mo -1.905

DFT (the ωB97M-V functional and the def2-TZVPD basis) results for a structure of composition C26H42F4N3O4PtSi4Te.

The geometry in ORCA input format:
```
! RIJCOSX wB97M-V def2-TZVPD def2/J DEFGRID3
* xyz -1 3
H 3.40 -1.74 -0.72
C -4.79 3.66 -5.06
N 1.33 1.10 -2.62
C -4.55 1.45 -3.37
H -4.88 4.52 -5.71
H 1.49 6.23 3.70
H 1.68 -0.89 -2.09
H -6.78 2.92 -5.47
Si 1.59 -3.27 0.13
C 3.55 -0.91 3.04
C 2.24 0.04 -2.20
C -1.31 -4.63 3.18
C 0.32 4.25 1.19
H 3.08 3.86 -1.68
H 3.04 -0.10 -2.93
C -2.43 -1.85 3.49
Si -1.50 -2.96 2.31
H 1.81 -0.33 5.64
H 2.67 0.29 -1.23
H -4.46 0.59 -2.72
C 0.57 -3.52 -1.44
Te -0.21 0.43 1.27
H -2.57 -0.86 3.07
H 2.29 -5.64 0.16
H 3.71 -3.44 -1.11
C -3.62 3.44 -4.34
H 2.89 -3.08 5.36
C 1.11 -0.54 4.82
H 0.14 -0.21 -3.73
C 2.04 2.39 -2.79
H 4.12 -0.61 3.92
Si 1.91 -1.67 3.57
F 3.90 4.09 0.58
C -2.55 -3.22 0.78
H -0.85 -5.38 2.54
H 1.15 -4.08 -2.17
H -2.14 -4.01 0.14
Si 0.52 -1.92 1.70
C -5.85 2.78 -4.93
F -0.85 5.36 2.87
H 3.37 -0.03 2.43
H 0.21 -0.98 5.24
N 1.44 3.08 -0.58
Pt -0.13 1.69 -1.03
H 0.84 -5.43 1.15
N -6.84 0.75 -3.96
C 0.33 5.06 2.30
C 3.33 -2.75 -0.34
H 2.41 -4.95 1.79
O -2.12 1.03 -2.09
H 3.99 -2.82 0.53
F -0.87 3.84 0.73
H 2.85 -3.99 3.85
F 3.84 5.70 2.65
C 0.65 0.74 -3.86
H -3.42 -2.28 3.70
H 3.33 2.24 -1.06
H 1.31 3.09 -3.19
H -2.60 -2.31 0.19
H -0.08 1.51 -4.10
C 2.29 -3.29 4.47
C 2.66 5.24 2.19
C 1.49 5.59 2.84
C -5.71 1.69 -4.09
O -1.33 2.99 -2.78
H -0.70 -4.54 4.08
H -2.29 -5.00 3.47
H -3.57 -3.51 1.06
O -7.85 0.99 -4.59
H 2.86 2.27 -3.51
H 0.25 -2.57 -1.89
C -3.50 2.34 -3.51
C 1.50 3.88 0.50
C 2.68 4.42 1.08
H 1.37 0.65 -4.68
H -0.33 -4.08 -1.21
H 4.15 -1.61 2.46
C 1.80 -4.98 0.88
H 1.38 -3.79 4.80
H 0.83 0.41 4.36
C -2.22 2.11 -2.73
O -6.70 -0.21 -3.23
H -2.78 4.12 -4.41
C 2.57 2.92 -1.47
H -1.90 -1.74 4.44
*
```

The value obtained for the HOMO energy (alpha / beta) is -3.839 / -4.168 eV. The value obtained for the energy is -3425.99808 hartree. The HOMO-LUMO gap (alpha / beta) is 5.475 / 5.804 eV. For the energy relative to the best compared isomer or geometry (same formula, charge and spin), the calculation gives 0.000 eV.

Here are the Mulliken charges for atoms 1 to 2, given in e:
1. H 0.191
2. C -0.566

DFT (the ωB97M-V functional and the def2-TZVPD basis) results for a cluster of 2 separate species, C26H42FN3O3 in total at a distorted geometry.

The geometry in ORCA input format:
```
! RIJCOSX wB97M-V def2-TZVPD def2/J DEFGRID3
* xyz 0 1
H -1.46 -5.39 -2.92
H -2.09 6.43 2.34
H -4.40 -1.77 -2.13
H -1.39 5.45 3.61
H -3.71 -3.64 -2.94
O 2.63 6.92 1.24
O -1.32 4.95 0.25
C 2.41 6.85 2.65
H -3.28 0.39 -2.25
H 0.06 7.03 1.62
H -2.27 2.15 -1.13
C -0.23 1.29 -1.42
C 1.18 5.99 2.96
H 2.02 -5.81 -2.35
C -3.42 -3.29 -0.75
C -1.97 -5.93 -0.80
H -1.74 1.11 0.31
C 2.38 8.21 0.70
H -0.14 5.01 -1.41
H -2.53 -3.02 -0.08
H 0.13 6.32 -0.27
H -2.17 4.03 1.84
H 2.73 8.21 -0.33
H 2.09 -5.12 1.92
C 3.98 -5.99 -0.16
C 3.06 -6.85 0.87
H 2.92 8.98 1.25
C -3.61 -0.67 -0.32
H -5.38 -2.13 -0.58
C -1.23 5.80 2.59
C -1.72 1.17 -0.83
H 1.31 8.43 0.69
C 3.14 -4.66 -0.55
H 5.07 -3.06 0.85
C 1.32 -3.58 -2.16
C 0.71 0.04 -1.03
C -2.84 -3.77 -2.18
C 1.72 0.14 0.15
H 4.14 -6.65 -1.09
H 1.15 5.79 4.04
C 2.10 -6.24 1.75
C 3.27 -3.32 0.20
C 2.40 -2.04 -0.19
C 1.43 -2.20 -1.38
H -1.60 -7.01 -1.00
C 2.15 -4.82 -1.78
H 2.33 7.84 3.11
H -0.32 1.30 -2.57
N 2.61 -0.86 0.61
C -1.25 4.59 1.63
F 1.75 1.39 0.86
C -2.58 -0.04 -1.43
H 1.29 -6.85 2.28
C -4.31 -1.96 -0.99
H -3.07 -1.00 0.63
H -4.35 0.19 -0.10
H -1.13 -5.36 -0.28
H 0.75 4.67 0.08
N -0.05 6.67 2.56
C -0.07 5.25 -0.35
H 3.18 -8.00 0.90
C -2.38 -5.31 -2.24
H -0.43 3.90 1.81
H 0.56 -3.63 -3.03
H -4.08 -4.13 -0.32
H -2.00 -3.05 -2.51
H 0.27 2.30 -1.15
H -1.97 -0.90 -1.87
H 1.30 5.04 2.44
N 0.58 -1.14 -1.82
H 3.29 6.36 3.08
H 4.98 -5.70 0.34
H -2.88 -6.03 -0.10
O 4.21 -3.27 1.30
H -3.21 -5.96 -2.70
*
```

The value obtained for the HOMO energy is -8.572 eV. The value obtained for the energy is -1505.38305 hartree. The HOMO-LUMO gap is 7.643 eV. As for the SMILES: C=CCc1ccc2nc(CCCCCCCCC)c(F)nc2c1O.COCCNCCOC. For the energy relative to the best compared isomer or geometry (same formula, charge and spin), the calculation gives 0.000 eV.

Here are the Mulliken charges for atoms 1 to 2, given in e:
1. H 0.242
2. H 0.382